Entry from the OMol25 dataset: a cluster of 9 separate species, C31H66NO15 in total in a non-equilibrium geometry (wB97M-V/def2-TZVPD).

## Properties
- max |F| (eV Å⁻¹) = 9.98
- energy above the lowest of the compared OMol25 structures with the same formula, charge and spin (eV) = 1.5852
- E_LUMO (eV) = -1.68
- total charge = +1
- E_HOMO (eV) = -11.77
- calculated total energy (eV) = -65402.980

Each atom is followed by the atoms it is bonded to, with distances in Å.
Cartesian coordinates (Å):
1 N -35.152 -35.978 -50.264  H2 1.191, H3 1.012, H4 1.012, H5 0.998
2 H -34.754 -35.310 -49.361  N1 1.191
3 H -34.424 -36.212 -50.927  N1 1.012
4 H -35.755 -35.325 -50.749  N1 1.012
5 H -35.763 -36.702 -49.950  N1 0.998
6 O -34.936 -39.016 -50.617  C7 1.250
7 C -35.058 -39.451 -51.783  O6 1.250, O8 1.349, C11 1.679
8 O -34.286 -39.249 -52.870  C7 1.349, C9 1.361
9 C -33.023 -38.757 -52.744  O8 1.361, C10 1.557, H12 1.018, H13 1.189
10 C -32.288 -38.891 -54.110  C9 1.557, H14 1.080, H15 0.956, H16 1.099
11 C -36.606 -39.964 -52.184  C7 1.679, H17 1.074, H18 0.995, H19 1.113
12 H -32.474 -39.184 -52.000  C9 1.018
13 H -33.016 -37.709 -52.182  C9 1.189
14 H -32.462 -39.718 -54.784  C10 1.080
15 H -31.356 -38.741 -53.963  C10 0.956
16 H -32.825 -38.150 -54.719  C10 1.099
17 H -36.522 -40.560 -53.073  C11 1.074
18 H -37.228 -39.187 -52.167  C11 0.995
19 H -36.871 -40.842 -51.552  C11 1.113
20 O -32.666 -34.080 -48.732  C21 1.166
21 C -32.053 -33.133 -49.030  O20 1.166, O22 1.250, C25 1.514
22 O -32.270 -32.214 -49.850  C21 1.250, C23 1.380
23 C -33.564 -32.116 -50.321  O22 1.380, C24 1.516, H26 1.101, H27 1.042
24 C -33.775 -30.814 -51.067  C23 1.516, H28 1.090, H29 1.112, H30 1.190
25 C -30.725 -32.886 -48.347  C21 1.514, H31 0.919, H32 1.010, H33 1.129
26 H -34.301 -31.967 -49.516  C23 1.101
27 H -33.725 -32.884 -51.006  C23 1.042
28 H -33.714 -29.900 -50.478  C24 1.090
29 H -34.688 -30.890 -51.698  C24 1.112
30 H -32.911 -30.688 -51.876  C24 1.190
31 H -30.334 -33.691 -48.136  C25 0.919
32 H -31.038 -32.673 -47.411  C25 1.010
33 H -30.008 -32.258 -48.952  C25 1.129
34 O -33.193 -34.842 -52.581  C35 1.279
35 C -32.460 -33.963 -53.152  O34 1.279, O36 1.225, C39 1.523
36 O -32.762 -33.128 -53.996  C35 1.225, C37 1.593
37 C -34.290 -32.851 -54.350  O36 1.593, C38 1.453, H40 1.098, H41 1.159
38 C -34.306 -31.535 -54.964  C37 1.453, H42 1.040, H43 1.114, H44 1.160
39 C -31.025 -33.737 -52.696  C35 1.523, H45 1.244, H46 1.116, H47 0.980
40 H -34.731 -33.011 -53.358  C37 1.098
41 H -34.473 -33.595 -55.219  C37 1.159
42 H -33.609 -31.322 -55.707  C38 1.040
43 H -34.083 -30.767 -54.187  C38 1.114
44 H -35.418 -31.292 -55.187  C38 1.160
45 H -30.694 -34.713 -51.998  C39 1.244
46 H -30.765 -32.956 -51.941  C39 1.116
47 H -30.310 -33.850 -53.357  C39 0.980
48 O -35.764 -35.973 -47.336  C49 1.168
49 C -35.970 -35.345 -46.372  O48 1.168, O50 1.343, C53 1.522
50 O -37.144 -35.463 -45.732  C49 1.343, C51 1.402
51 C -38.189 -36.302 -46.147  O50 1.402, C52 1.540, H54 1.062, H55 1.084
52 C -39.572 -35.796 -45.696  C51 1.540, H56 0.985, H57 1.268, H58 1.117
53 C -35.103 -34.260 -45.750  C49 1.522, H59 0.927, H60 1.165, H61 1.085
54 H -37.969 -37.246 -45.715  C51 1.062
55 H -38.223 -36.284 -47.230  C51 1.084
56 H -39.582 -34.867 -46.021  C52 0.985
57 H -39.351 -35.883 -44.450  C52 1.268
58 H -40.346 -36.585 -45.862  C52 1.117
59 H -34.186 -34.388 -45.790  C53 0.927
60 H -35.289 -33.921 -44.651  C53 1.165
61 H -35.118 -33.455 -46.476  C53 1.085
62 O -36.717 -33.189 -49.938  C63 1.199
63 C -37.612 -32.450 -49.634  O62 1.199, O64 1.322, C67 1.550
64 O -38.817 -32.709 -49.157  C63 1.322, C65 1.443
65 C -39.241 -34.081 -49.293  O64 1.443, C66 1.547, H68 1.082, H69 1.080
66 C -40.677 -34.025 -48.720  C65 1.547, H70 1.107, H71 1.038, H72 1.195
67 C -37.317 -30.947 -49.398  C63 1.550, H73 1.062, H74 1.098, H75 1.114
68 H -38.577 -34.651 -48.656  C65 1.082
69 H -39.192 -34.659 -50.203  C65 1.080
70 H -40.701 -33.406 -47.803  C66 1.107
71 H -41.087 -34.963 -48.892  C66 1.038
72 H -41.361 -33.465 -49.524  C66 1.195
73 H -38.123 -30.342 -49.734  C67 1.062
74 H -36.435 -30.639 -49.974  C67 1.098
75 H -37.216 -30.622 -48.337  C67 1.114
76 O -32.921 -36.974 -48.272  C77 1.211
77 C -32.726 -37.460 -47.180  O76 1.211, O78 1.324, C81 1.565
78 O -33.199 -38.560 -46.613  C77 1.324, C79 1.470
79 C -34.221 -39.357 -47.308  O78 1.470, C80 1.475, H82 1.129, H83 1.129
80 C -34.362 -40.618 -46.556  C79 1.475, H84 1.039, H85 1.078, H86 1.056
81 C -31.827 -36.751 -46.113  C77 1.565, H87 0.993, H88 1.027, H89 1.045
82 H -33.943 -39.690 -48.350  C79 1.129
83 H -35.138 -38.717 -47.461  C79 1.129
84 H -34.397 -40.821 -45.538  C80 1.039
85 H -33.694 -41.412 -46.847  C80 1.078
86 H -35.258 -41.115 -46.816  C80 1.056
87 H -31.646 -35.836 -46.453  C81 0.993
88 H -30.948 -37.158 -45.774  C81 1.027
89 H -32.457 -36.798 -45.280  C81 1.045
90 O -36.427 -35.607 -53.044  C91 1.225
91 C -36.771 -35.384 -54.199  O90 1.225, O92 1.351, C95 1.474
92 O -36.321 -35.956 -55.337  C91 1.351, C93 1.372
93 C -35.284 -36.849 -55.435  O92 1.372, C94 1.520, H96 1.178, H97 1.177
94 C -35.132 -37.387 -56.848  C93 1.520, H98 0.994, H99 1.105, H100 1.151
95 C -37.610 -34.196 -54.439  C91 1.474, H101 1.094, H102 1.186, H103 1.044
96 H -35.247 -37.450 -54.423  C93 1.178
97 H -34.275 -36.260 -55.295  C93 1.177
98 H -34.197 -37.690 -57.002  C94 0.994
99 H -35.216 -36.597 -57.615  C94 1.105
100 H -36.065 -38.059 -56.889  C94 1.151
101 H -37.378 -33.261 -54.957  C95 1.094
102 H -38.261 -33.848 -53.511  C95 1.186
103 H -38.170 -34.531 -55.253  C95 1.044
104 C -37.819 -39.601 -48.677  C105 1.595, H108 1.103, H109 1.020, H110 1.071
105 C -38.772 -38.416 -49.156  C104 1.595, O106 1.360, C107 1.487
106 O -38.044 -37.454 -49.784  C105 1.360
107 C -40.247 -38.387 -48.969  C105 1.487, H111 1.289, H112 1.170, H113 0.960
108 H -38.173 -40.570 -49.069  C104 1.103
109 H -37.866 -39.987 -47.734  C104 1.020
110 H -36.785 -39.406 -48.879  C104 1.071
111 H -40.644 -37.161 -48.929  C107 1.289
112 H -40.257 -38.768 -47.863  C107 1.170
113 H -40.882 -39.016 -49.318  C107 0.960